The following is a DFT calculation (ωB97M-V with the def2-TZVPD basis set) of 3 unconnected molecules or ions with the total composition C21H45FN2O7PS2 in a non-equilibrium geometry.

Atoms and positions in Å:
C  1.87  1.62  -1.91
C  1.32  1.91  -3.33
P  0.06  0.64  -3.80
C  0.10  0.45  -5.63
S  -1.89  1.52  -3.40
F  -2.84  0.30  -3.48
C  -1.89  2.08  -1.70
C  -1.55  1.08  -0.60
C  -2.43  -0.18  -0.52
C  -1.77  -1.39  -1.19
S  -1.21  -2.55  0.09
C  -0.26  -3.67  -0.85
N  0.41  -4.65  -0.44
N  0.95  -5.24  -1.58
C  0.55  -4.57  -2.56
O  -0.24  -3.52  -2.19
H  1.54  0.64  -1.58
H  2.95  1.63  -1.95
H  1.53  2.38  -1.22
H  2.13  1.76  -4.04
H  0.98  2.94  -3.45
H  -0.42  -0.47  -5.86
H  -0.43  1.27  -6.12
H  1.14  0.45  -5.94
H  -2.83  2.59  -1.52
H  -1.12  2.85  -1.70
H  -0.50  0.83  -0.58
H  -1.72  1.62  0.33
H  -3.44  0.00  -0.89
H  -2.53  -0.41  0.54
H  -0.87  -1.07  -1.71
H  -2.39  -1.88  -1.93
H  0.76  -4.77  -3.59
C  8.68  0.58  2.37
O  7.93  -0.07  1.37
C  6.56  -0.17  1.72
C  5.73  -0.50  0.50
O  5.44  0.63  -0.32
C  6.51  1.12  -1.11
C  6.81  0.26  -2.32
O  7.61  -0.84  -1.96
C  7.62  -1.84  -2.95
H  8.62  0.04  3.32
H  9.72  0.60  2.05
H  8.33  1.61  2.52
H  6.21  0.77  2.16
H  6.45  -0.98  2.46
H  4.76  -0.86  0.84
H  6.19  -1.30  -0.09
H  7.40  1.29  -0.51
H  6.17  2.10  -1.47
H  7.36  0.86  -3.06
H  5.87  -0.08  -2.77
H  6.61  -2.25  -3.10
H  8.27  -2.65  -2.60
H  8.01  -1.46  -3.90
C  -7.44  2.33  5.90
O  -7.35  1.58  4.71
C  -7.08  2.39  3.58
C  -6.61  1.54  2.42
O  -5.23  1.19  2.50
C  -4.89  0.17  3.43
C  -5.27  -1.22  2.98
O  -6.63  -1.48  3.22
C  -7.10  -2.60  2.50
H  -8.24  3.08  5.83
H  -7.66  1.65  6.71
H  -6.49  2.83  6.11
H  -6.32  3.13  3.82
H  -8.01  2.91  3.30
H  -6.70  2.14  1.51
H  -7.24  0.65  2.30
H  -5.30  0.39  4.42
H  -3.80  0.21  3.51
H  -4.67  -1.96  3.53
H  -5.05  -1.32  1.90
H  -7.03  -2.42  1.42
H  -8.15  -2.75  2.76
H  -6.54  -3.50  2.75

Output
Total charge: +1
Calculated total energy, eV: -73483.7929